A molecular structure, C36H86Br8Cl2K3O18 at a distorted geometry, computed with ωB97M-V with the def2-TZVPD basis set.

- Orbital gap: 8.7 eV
- Molecular weight: 1634.498 g mol⁻¹
- LUMO energy: -2.2 eV
- Total charge: +1
- Total energy: -709925.3072 eV
- E_HOMO: -10.884 eV

Last column: Löwdin charge in e.
Atoms and positions in Å:
K (-3.390, -2.262, -0.575)  0.78
K (2.494, -4.507, 4.695)  0.61
K (3.497, -2.694, 0.191)  0.58
Cl (0.166, -1.937, 0.935)  0.63
O (0.472, -3.328, 0.859)  -0.34
O (1.222, -1.193, 0.284)  -0.40
O (-1.070, -1.628, 0.226)  -0.49
O (0.063, -1.546, 2.280)  -0.31
Cl (4.023, -4.337, 2.316)  -0.36
Br (5.861, 1.154, 4.941)  0.72
C (4.250, 0.166, 5.249)  -0.71
C (4.481, -0.804, 6.334)  -0.68
Br (2.926, -1.913, 6.645)  0.65
H (4.058, -0.346, 4.301)  0.06
H (3.441, 0.860, 5.420)  0.04
H (4.691, -0.356, 7.284)  0.05
H (5.221, -1.585, 6.270)  0.05
Br (-3.333, 3.529, 2.165)  0.62
C (-1.967, 2.217, 1.681)  -0.65
C (-2.004, 2.066, 0.122)  -0.62
Br (-3.724, 1.242, -0.287)  0.68
H (-2.319, 1.322, 2.160)  0.01
H (-1.010, 2.552, 2.130)  0.03
H (-1.284, 1.285, -0.099)  0.04
H (-1.943, 2.980, -0.491)  0.05
Br (1.621, -10.527, 0.588)  0.65
C (1.288, -10.538, -1.284)  -0.76
C (1.285, -9.167, -1.906)  -0.72
Br (3.044, -8.449, -2.032)  0.67
H (0.274, -10.989, -1.377)  0.07
H (1.891, -11.264, -1.843)  0.07
H (0.727, -8.491, -1.300)  0.04
H (0.964, -9.274, -2.888)  0.03
Br (3.736, 4.319, -1.376)  0.71
C (1.813, 4.374, -1.308)  -0.67
C (1.124, 3.714, -0.086)  -0.66
Br (1.672, 4.309, 1.685)  0.73
H (1.444, 3.816, -2.182)  0.05
H (1.436, 5.374, -1.473)  0.03
H (1.386, 2.682, -0.180)  0.02
H (0.055, 3.958, -0.200)  0.03
C (0.774, 0.796, 4.235)  -0.14
O (1.491, 1.813, 4.835)  -0.20
C (0.682, 2.965, 5.079)  -0.23
C (1.481, 3.985, 5.755)  -0.18
O (2.230, 4.812, 4.846)  -0.22
C (3.616, 4.677, 4.783)  -0.14
H (0.325, 1.153, 3.287)  0.07
H (-0.041, 0.368, 4.860)  0.10
H (1.428, -0.042, 3.915)  0.08
H (-0.261, 2.822, 5.660)  0.14
H (0.303, 3.331, 4.134)  0.08
H (2.120, 3.520, 6.488)  0.13
H (0.663, 4.582, 6.210)  0.14
H (3.969, 3.663, 5.031)  0.05
H (4.160, 5.318, 5.514)  0.09
H (3.987, 4.960, 3.788)  0.08
C (-5.146, -3.486, -4.498)  -0.11
O (-5.303, -3.353, -3.103)  -0.21
C (-6.687, -3.276, -2.677)  -0.19
C (-7.326, -1.971, -2.687)  -0.21
O (-6.755, -1.150, -1.679)  -0.20
C (-7.163, 0.136, -1.777)  -0.15
H (-5.893, -3.039, -5.115)  0.08
H (-5.243, -4.583, -4.806)  0.11
H (-4.116, -3.297, -4.733)  0.08
H (-6.735, -3.685, -1.644)  0.12
H (-7.268, -4.051, -3.232)  0.15
H (-8.360, -1.983, -2.429)  0.13
H (-7.232, -1.463, -3.660)  0.14
H (-7.069, 0.659, -0.839)  0.08
H (-8.250, 0.199, -2.036)  0.11
H (-6.572, 0.631, -2.566)  0.10
C (-3.341, 0.482, -5.184)  -0.09
O (-1.937, 0.391, -4.908)  -0.20
C (-1.660, 0.756, -3.510)  -0.18
C (-0.209, 1.140, -3.396)  -0.25
O (0.250, 2.358, -3.881)  -0.17
C (0.468, 2.295, -5.306)  -0.05
H (-3.544, 0.070, -6.112)  0.06
H (-3.624, 1.568, -5.174)  0.11
H (-3.959, -0.030, -4.473)  0.07
H (-1.873, -0.180, -2.942)  0.12
H (-2.376, 1.494, -3.110)  0.10
H (0.259, 0.309, -3.930)  0.13
H (0.076, 1.016, -2.346)  0.11
H (0.912, 3.226, -5.527)  0.08
H (-0.425, 2.102, -5.834)  0.07
H (1.173, 1.511, -5.639)  0.10
C (6.091, -1.512, 1.874)  -0.12
O (4.962, -0.670, 1.469)  -0.30
C (5.390, 0.503, 0.700)  -0.14
C (4.203, 0.936, -0.172)  -0.18
O (3.840, -0.089, -1.147)  -0.24
C (2.788, 0.364, -1.967)  -0.11
H (5.633, -2.296, 2.542)  0.03
H (6.852, -1.062, 2.561)  0.08
H (6.585, -1.791, 0.950)  0.08
H (6.177, 0.110, 0.018)  0.13
H (5.736, 1.240, 1.437)  0.12
H (4.320, 1.824, -0.736)  0.01
H (3.305, 1.151, 0.497)  0.14
H (3.044, 1.357, -2.322)  0.07
H (1.858, 0.444, -1.313)  0.08
H (2.653, -0.389, -2.753)  0.10
C (-1.251, 5.756, -2.576)  -0.09
O (-1.112, 5.619, -1.174)  -0.26
C (-1.311, 6.861, -0.448)  -0.15
C (-0.107, 7.805, -0.373)  -0.22
O (-0.568, 9.041, 0.089)  -0.19
C (0.435, 9.946, 0.376)  -0.14
H (-1.043, 4.756, -2.967)  0.08
H (-0.502, 6.465, -2.848)  0.07
H (-2.289, 6.137, -2.862)  0.12
H (-1.514, 6.635, 0.572)  0.11
H (-2.257, 7.320, -0.823)  0.14
H (0.399, 8.008, -1.343)  0.13
H (0.617, 7.383, 0.352)  0.12
H (1.072, 9.593, 1.193)  0.09
H (-0.013, 10.967, 0.631)  0.12
H (1.099, 10.123, -0.486)  0.09
C (-4.996, -0.227, 4.027)  -0.08
O (-4.082, -0.479, 2.971)  -0.21
C (-3.296, -1.621, 3.145)  -0.19
C (-4.158, -2.831, 2.822)  -0.16
O (-4.782, -2.951, 1.516)  -0.29
C (-6.214, -2.951, 1.531)  -0.07
H (-5.198, 0.863, 4.061)  0.10
H (-4.503, -0.430, 4.969)  0.09
H (-5.881, -0.825, 3.935)  0.07
H (-2.922, -1.673, 4.156)  0.13
H (-2.527, -1.572, 2.429)  0.08
H (-4.949, -2.873, 3.603)  0.13
H (-3.575, -3.687, 3.008)  0.11
H (-6.673, -3.550, 2.346)  0.11
H (-6.593, -3.241, 0.537)  0.08
H (-6.576, -1.985, 1.783)  0.07
C (6.168, -4.614, -1.872)  -0.08
O (5.455, -3.419, -2.247)  -0.22
C (4.591, -3.535, -3.399)  -0.18
C (3.375, -4.474, -3.313)  -0.20
O (2.479, -4.048, -2.288)  -0.24
C (1.247, -4.730, -2.334)  -0.10
H (7.166, -4.327, -1.569)  0.09
H (6.276, -5.277, -2.764)  0.10
H (5.683, -5.206, -1.112)  0.08
H (5.161, -4.019, -4.220)  0.12
H (4.385, -2.487, -3.786)  0.15
H (3.648, -5.570, -3.186)  0.11
H (2.831, -4.367, -4.298)  0.14
H (0.675, -4.203, -1.565)  0.07
H (1.393, -5.849, -2.062)  0.09
H (0.723, -4.683, -3.312)  0.09

8 unconnected molecules or ions with the total composition C36H87Cl6N5 at a distorted geometry, computed with ωB97M-V with the def2-TZVPD basis set.

- Orbital gap: 8.5 eV
- Molecular weight: 802.845 g mol⁻¹
- LUMO energy: 0.5 eV
- Total energy: -121325.2601 eV
- E_HOMO: -8.025 eV
- Structure (SMILES): CCN(CC)CC.CCN(CC)CC.CCN(CC)CC.CCN(CC)CC.CCN(CC)CC.ClCCCl.ClCCCl.ClCCCl

Last column: Löwdin charge in e.
Atoms and positions in Å:
C (-3.557, -3.439, -3.167)  -0.09
C (-3.924, -3.256, -1.711)  -0.25
N (-3.464, -4.290, -0.738)  -0.16
C (-4.440, -5.425, -0.770)  -0.26
C (-4.407, -6.269, 0.485)  -0.09
C (-2.111, -4.737, -1.012)  -0.30
C (-1.078, -3.634, -0.892)  -0.12
H (-2.520, -3.551, -3.405)  0.05
H (-3.883, -2.607, -3.774)  0.07
H (-4.054, -4.341, -3.572)  0.08
H (-3.635, -2.294, -1.367)  0.07
H (-5.018, -3.286, -1.625)  0.11
H (-5.421, -4.932, -0.886)  0.11
H (-4.208, -6.055, -1.700)  0.13
H (-5.151, -7.023, 0.576)  0.05
H (-3.388, -6.682, 0.578)  0.07
H (-4.605, -5.636, 1.377)  0.08
H (-1.876, -5.265, -1.998)  0.13
H (-1.782, -5.490, -0.285)  0.11
H (-1.366, -2.813, -1.591)  0.06
H (-0.128, -4.136, -1.219)  0.10
H (-1.064, -3.225, 0.093)  0.03
C (-0.582, -4.271, 5.520)  -0.11
C (0.935, -4.435, 5.613)  -0.23
N (1.631, -3.324, 6.311)  -0.20
C (1.214, -3.167, 7.692)  -0.29
C (1.880, -4.114, 8.653)  -0.08
C (1.695, -2.091, 5.611)  -0.29
C (2.627, -2.089, 4.362)  -0.08
H (-1.015, -4.239, 6.531)  0.05
H (-1.034, -5.141, 4.973)  0.08
H (-0.974, -3.303, 5.021)  0.09
H (1.082, -5.383, 6.111)  0.10
H (1.283, -4.620, 4.581)  0.11
H (1.489, -2.158, 7.975)  0.10
H (0.108, -3.026, 7.756)  0.11
H (2.928, -4.032, 8.426)  0.07
H (1.779, -3.784, 9.681)  0.07
H (1.604, -5.175, 8.566)  0.07
H (2.083, -1.286, 6.233)  0.10
H (0.630, -1.624, 5.392)  0.14
H (2.932, -1.082, 4.186)  0.05
H (2.098, -2.558, 3.483)  0.03
H (3.512, -2.663, 4.608)  0.07
C (-3.008, 1.859, -3.516)  -0.07
C (-2.007, 1.062, -2.653)  -0.24
N (-0.603, 1.107, -3.102)  -0.18
C (0.049, 2.392, -3.120)  -0.29
C (-0.119, 3.147, -1.812)  -0.06
C (-0.476, 0.453, -4.433)  -0.27
C (-1.017, -0.964, -4.496)  -0.09
H (-2.628, 2.497, -4.308)  0.06
H (-3.636, 2.530, -2.880)  0.08
H (-3.643, 1.130, -4.052)  0.07
H (-2.035, 1.363, -1.591)  0.07
H (-2.224, -0.008, -2.685)  0.08
H (1.154, 2.244, -3.192)  0.07
H (-0.146, 3.032, -3.971)  0.11
H (-1.173, 3.410, -1.716)  0.08
H (0.166, 2.485, -1.006)  0.04
H (0.511, 4.019, -1.657)  0.05
H (0.617, 0.465, -4.652)  0.08
H (-0.890, 1.119, -5.260)  0.13
H (-0.539, -1.631, -3.725)  0.08
H (-0.690, -1.303, -5.508)  0.09
H (-2.105, -0.903, -4.486)  0.05
C (-4.502, -1.710, 1.768)  -0.07
C (-3.310, -0.828, 1.444)  -0.29
N (-3.396, 0.506, 1.920)  -0.19
C (-2.128, 1.035, 2.460)  -0.24
C (-0.959, 1.171, 1.507)  -0.08
C (-4.056, 1.330, 0.955)  -0.26
C (-4.120, 2.825, 1.373)  -0.08
H (-4.487, -2.069, 2.804)  0.08
H (-4.509, -2.529, 1.034)  0.05
H (-5.446, -1.216, 1.598)  0.06
H (-2.396, -1.307, 1.829)  0.12
H (-3.188, -0.843, 0.319)  0.11
H (-1.878, 0.387, 3.232)  0.09
H (-2.278, 1.945, 3.034)  0.11
H (-0.519, 0.191, 1.288)  0.03
H (-0.111, 1.756, 1.952)  0.10
H (-1.262, 1.673, 0.579)  0.05
H (-3.516, 1.307, -0.047)  0.10
H (-5.129, 0.931, 0.878)  0.14
H (-4.652, 3.010, 2.295)  0.07
H (-3.084, 3.161, 1.453)  0.06
H (-4.657, 3.276, 0.557)  0.06
C (0.302, 8.115, -1.490)  -0.07
C (0.317, 6.619, -1.325)  -0.32
N (1.577, 6.066, -1.158)  -0.23
C (2.339, 6.163, -2.454)  -0.21
C (3.530, 5.199, -2.629)  -0.08
C (2.304, 6.409, 0.039)  -0.24
C (1.561, 6.066, 1.349)  -0.06
H (-0.710, 8.473, -1.478)  0.07
H (0.795, 8.394, -2.441)  0.08
H (0.812, 8.695, -0.757)  0.06
H (-0.340, 6.352, -0.511)  0.11
H (0.001, 6.198, -2.236)  0.09
H (1.668, 5.866, -3.261)  0.11
H (2.664, 7.211, -2.613)  0.11
H (3.871, 5.221, -3.614)  0.05
H (4.418, 5.456, -2.026)  0.08
H (3.186, 4.228, -2.353)  0.05
H (2.642, 7.450, 0.040)  0.10
H (3.244, 5.819, -0.100)  0.12
H (1.738, 5.029, 1.689)  0.08
H (0.483, 6.204, 1.320)  0.06
H (1.948, 6.794, 2.048)  0.06
Cl (4.326, -2.559, -2.434)  0.57
C (5.728, -1.863, -1.531)  -0.61
C (5.364, -2.012, -0.069)  -0.68
Cl (5.344, -3.752, 0.353)  0.54
H (5.950, -0.851, -1.817)  -0.01
H (6.601, -2.511, -1.752)  0.08
H (4.379, -1.670, 0.205)  -0.01
H (6.164, -1.474, 0.489)  0.09
Cl (5.883, 1.493, -2.627)  0.55
C (5.953, 1.103, -4.400)  -0.62
C (4.710, 0.430, -4.834)  -0.66
Cl (3.357, 1.593, -4.784)  0.58
H (6.770, 0.392, -4.531)  0.08
H (6.157, 1.997, -5.001)  0.08
H (4.394, -0.428, -4.197)  0.03
H (4.768, 0.019, -5.841)  0.08
Cl (3.234, 0.857, 0.220)  0.52
C (1.691, 0.320, -0.607)  -0.59
C (1.460, -1.202, -0.701)  -0.62
Cl (1.208, -1.928, 0.891)  0.62
H (1.790, 0.796, -1.580)  0.04
H (0.846, 0.741, -0.052)  0.01
H (2.248, -1.707, -1.234)  -0.01
H (0.522, -1.369, -1.302)  0.07

10 unconnected molecules or ions with the total composition C36H87N7O3S3 at a distorted geometry, computed with ωB97M-V with the def2-TZVPD basis set.

- Orbital gap (alpha / beta): 7.4 / 2.4 eV
- Molecular weight: 762.339 g mol⁻¹
- Multiplicity: 2
- LUMO energy (alpha / beta): -2.4 / -7.4 eV
- Total charge: +1
- <S²>: 0.754
- Total energy: -87806.8737 eV
- E_HOMO (alpha / beta): -9.811 / -9.811 eV

Last column: Löwdin charge in e.
Atoms and positions in Å:
C (-2.939, -1.591, -5.956)  -0.05
C (-2.572, -0.240, -5.319)  -0.17
N (-2.632, -0.296, -3.847)  0.03
C (-2.064, 0.963, -3.323)  -0.20
C (-1.744, 0.878, -1.871)  -0.05
C (-3.954, -0.655, -3.279)  -0.12
C (-3.770, -2.113, -2.821)  -0.06
H (-3.845, -2.126, -5.672)  0.08
H (-2.115, -2.213, -5.606)  0.06
H (-2.976, -1.541, -7.044)  0.10
H (-1.615, 0.080, -5.731)  0.13
H (-3.292, 0.492, -5.685)  0.15
H (-1.113, 1.166, -3.817)  0.10
H (-2.747, 1.798, -3.480)  0.16
H (-2.606, 0.742, -1.217)  0.08
H (-1.001, 0.093, -1.726)  0.08
H (-1.323, 1.823, -1.528)  0.09
H (-4.779, -0.559, -3.984)  0.15
H (-4.052, -0.068, -2.366)  0.11
H (-3.050, -2.227, -2.011)  0.04
H (-3.468, -2.767, -3.640)  0.07
H (-4.642, -2.580, -2.364)  0.10
C (-4.037, -5.644, 3.170)  -0.09
C (-3.611, -5.240, 1.815)  -0.29
N (-3.277, -3.820, 1.813)  -0.17
C (-1.989, -3.496, 2.446)  -0.24
C (-0.768, -3.815, 1.590)  -0.08
C (-3.602, -3.065, 0.578)  -0.23
C (-3.683, -1.554, 0.902)  -0.08
H (-3.114, -5.616, 3.748)  0.07
H (-4.311, -6.699, 3.159)  0.08
H (-4.927, -5.094, 3.476)  0.09
H (-2.804, -5.905, 1.507)  0.11
H (-4.430, -5.393, 1.112)  0.11
H (-1.958, -2.411, 2.549)  0.09
H (-1.830, -3.932, 3.432)  0.11
H (-0.814, -4.874, 1.335)  0.07
H (-0.800, -3.159, 0.721)  0.04
H (0.189, -3.634, 2.079)  0.07
H (-4.592, -3.321, 0.200)  0.11
H (-2.892, -3.213, -0.236)  0.07
H (-2.669, -1.159, 0.952)  0.05
H (-4.261, -1.196, 1.754)  0.08
H (-4.182, -0.961, 0.135)  0.05
C (2.486, 3.479, -3.432)  -0.07
C (1.012, 3.173, -3.736)  -0.26
N (0.560, 3.982, -4.872)  -0.16
C (-0.884, 4.299, -4.931)  -0.25
C (-1.259, 5.329, -3.919)  -0.09
C (1.015, 3.343, -6.086)  -0.27
C (0.837, 4.169, -7.365)  -0.09
H (2.655, 3.100, -2.424)  0.04
H (2.611, 4.562, -3.408)  0.09
H (3.233, 3.011, -4.073)  0.07
H (0.797, 2.108, -3.833)  0.09
H (0.499, 3.407, -2.804)  0.09
H (-1.238, 4.651, -5.899)  0.11
H (-1.409, 3.350, -4.824)  0.09
H (-2.240, 5.762, -4.113)  0.08
H (-1.439, 5.030, -2.887)  0.03
H (-0.570, 6.164, -4.047)  0.10
H (0.710, 2.311, -6.259)  0.10
H (2.099, 3.234, -6.085)  0.11
H (-0.200, 4.315, -7.668)  0.05
H (1.272, 3.654, -8.221)  0.07
H (1.156, 5.211, -7.361)  0.08
C (5.667, -1.525, 2.328)  -0.08
C (4.519, -1.087, 3.263)  -0.23
N (4.636, 0.353, 3.647)  -0.20
C (3.785, 0.740, 4.759)  -0.24
C (4.050, -0.099, 6.060)  -0.07
C (4.468, 1.222, 2.494)  -0.26
C (5.145, 2.584, 2.763)  -0.07
H (5.460, -1.255, 1.292)  0.05
H (5.806, -2.605, 2.391)  0.07
H (6.538, -1.038, 2.766)  0.09
H (3.569, -1.205, 2.741)  0.10
H (4.695, -1.676, 4.163)  0.10
H (2.730, 0.655, 4.499)  0.09
H (3.780, 1.806, 4.986)  0.11
H (3.589, -1.069, 5.875)  0.03
H (3.630, 0.357, 6.956)  0.07
H (5.121, -0.144, 6.262)  0.08
H (4.972, 0.901, 1.583)  0.08
H (3.407, 1.248, 2.249)  0.09
H (5.979, 2.428, 3.448)  0.08
H (5.598, 2.887, 1.820)  0.06
H (4.374, 3.287, 3.081)  0.07
C (0.785, 0.202, 1.036)  -0.06
C (1.200, 1.465, 0.465)  -0.26
N (1.538, 2.437, -0.059)  0.19
H (-0.130, -0.260, 0.664)  0.07
H (0.637, 0.250, 2.115)  0.06
H (1.589, -0.502, 0.820)  0.06
C (-3.053, -0.290, 5.405)  -0.07
C (-2.158, 0.562, 4.620)  -0.29
N (-1.420, 1.198, 4.043)  0.13
H (-3.016, -1.365, 5.228)  0.07
H (-4.068, 0.061, 5.221)  0.08
H (-2.727, -0.120, 6.431)  0.08
C (3.468, -0.487, -1.508)  -0.06
C (4.497, 0.614, -1.419)  -0.28
N (5.297, 1.384, -1.311)  0.15
H (2.489, -0.053, -1.309)  0.04
H (3.725, -1.285, -0.811)  0.07
H (3.547, -0.785, -2.554)  0.08
C (-1.792, 5.296, 1.611)  -0.25
S (-1.295, 5.788, -0.110)  0.79
O (-1.560, 7.276, -0.011)  -0.58
C (0.543, 5.522, 0.102)  -0.23
H (-2.840, 5.524, 1.805)  0.05
H (-1.164, 5.912, 2.254)  0.05
H (-1.496, 4.252, 1.713)  0.03
H (0.831, 5.433, -0.945)  0.02
H (0.641, 4.585, 0.650)  0.00
H (0.927, 6.426, 0.576)  0.06
C (0.834, -1.968, 4.989)  -0.23
S (0.020, -1.709, 6.689)  0.86
O (-1.372, -2.326, 6.714)  -0.58
C (1.091, -2.947, 7.551)  -0.25
H (0.366, -2.764, 4.410)  0.03
H (1.884, -2.239, 5.096)  0.02
H (0.822, -1.109, 4.318)  0.02
H (1.003, -3.925, 7.078)  0.06
H (0.650, -3.077, 8.539)  0.05
H (2.148, -2.682, 7.579)  0.05
C (-0.111, -2.353, -3.308)  -0.25
S (1.144, -3.284, -2.281)  0.89
O (1.187, -2.465, -0.982)  -0.59
C (0.153, -4.823, -1.937)  -0.22
H (-0.255, -2.675, -4.340)  0.04
H (0.030, -1.285, -3.474)  0.04
H (-1.077, -2.459, -2.815)  0.01
H (-0.838, -4.558, -1.570)  0.04
H (0.746, -5.361, -1.197)  0.06
H (0.020, -5.296, -2.910)  0.05